The molecule C24H28N2O3 at a distorted geometry. Source: the Open Molecules 2025 dataset; level of theory: ωB97M-V with the def2-TZVPD basis set.

Geometry as XYZ:
```
57
Properties=species:S:1:pos:R:3:nbo_charge:R:1
C 3.11372 -0.61705 0.04825 -0.6428
C 2.02522 0.38947 0.13538 -0.0271
C 0.96684 0.40117 0.99689 0.1959
C 0.64005 -0.61338 2.03019 0.6416
O 1.49345 -1.00515 2.81287 -0.6205
N -0.61882 -1.11015 2.01233 -0.4308
C -0.97352 -2.10883 2.99353 -0.2409
H -1.44976 -2.95661 2.49277 0.2025
H -0.04610 -2.43738 3.46951 0.2492
C -1.92170 -1.58795 4.08547 0.0963
H -2.07116 -2.41114 4.80185 0.1750
C -1.40966 -0.33716 4.80732 -0.4326
H -0.80613 -0.58853 5.67554 0.2258
C -2.70457 0.39002 5.15700 -0.4277
H -2.57465 1.46170 5.28653 0.2179
C -3.57009 0.05029 3.94560 -0.0614
H -4.64099 0.04493 4.16197 0.1879
O -3.19838 -1.25613 3.54458 -0.5441
H -3.38017 0.75776 3.12543 0.1578
H -3.14354 -0.02954 6.06309 0.2028
H -0.80763 0.26549 4.12635 0.2107
C -1.60611 -0.76221 1.00369 -0.2493
C -1.05456 -0.84174 -0.39673 0.0026
C -0.20511 -1.87185 -0.78368 -0.2077
C 0.38175 -1.87748 -2.03003 -0.2858
C 0.15621 -0.84157 -2.94648 0.2577
C -0.76069 0.14728 -2.57902 -0.3022
C -1.35064 0.13951 -1.33097 -0.2019
H -2.03346 0.93577 -1.06984 0.2095
H -0.99389 0.95899 -3.24803 0.2177
N 0.77103 -0.85261 -4.18861 -0.4471
C 2.16439 -1.22267 -4.29511 -0.3984
H 2.81029 -0.33478 -4.27026 0.1764
H 2.45835 -1.87849 -3.48269 0.2074
H 2.33153 -1.74407 -5.24028 0.1967
C 0.39210 0.14170 -5.16377 -0.4089
H 0.74935 1.14849 -4.90634 0.1798
H -0.69110 0.16207 -5.27017 0.2076
H 0.82299 -0.14117 -6.12432 0.2033
H 1.02097 -2.70539 -2.29645 0.2104
H 0.01767 -2.67075 -0.09082 0.2124
H -2.44269 -1.45527 1.12826 0.2333
H -1.98765 0.24937 1.18110 0.2067
O 0.15715 1.48536 0.80361 -0.4419
C 0.67650 2.16669 -0.24098 0.3664
C 0.17931 3.31831 -0.82971 -0.2713
C 0.86316 3.81111 -1.92285 -0.2107
C 2.01328 3.18499 -2.40750 -0.2321
C 2.51786 2.05085 -1.81074 -0.1906
C 1.84146 1.52957 -0.71054 -0.1303
H 3.41023 1.57073 -2.18292 0.2144
H 2.51430 3.60616 -3.26721 0.2130
H 0.50045 4.69986 -2.41733 0.2152
H -0.71054 3.79702 -0.45291 0.2239
H 4.07981 -0.11963 -0.01700 0.2208
H 2.98427 -1.23127 -0.84297 0.2175
H 3.09964 -1.25471 0.92715 0.2493
```

Summary:
Structure (SMILES)   Cc1c(C(=O)N(Cc2ccc(N(C)C)cc2)C[C@H]2CCCO2)oc2ccccc12
Kohn-Sham gap   8.3 eV
LUMO level   0.02844 Ha

=====

The molecule C24H28N2O4S2. Source: the Open Molecules 2025 dataset; level of theory: ωB97M-V with the def2-TZVPD basis set.

Geometry as XYZ:
```
60
Properties=species:S:1:pos:R:3:nbo_charge:R:1
C -2.55817 0.17337 -5.96187 -0.6357
C -2.29559 0.11891 -4.48958 0.0322
C -1.89608 -1.07559 -3.89602 -0.2231
C -1.65576 -1.14325 -2.53634 -0.1782
C -1.81667 -0.00773 -1.76682 -0.2694
C -2.22443 1.18526 -2.32960 -0.1936
C -2.46296 1.24526 -3.69071 -0.2106
H -2.78117 2.17506 -4.13818 0.2168
H -2.35747 2.04538 -1.69336 0.2365
S -1.44165 -0.02232 -0.02548 2.3146
O -2.46444 0.65296 0.71738 -0.9404
O -1.13040 -1.36838 0.40188 -0.9606
N -0.10234 0.97375 -0.00219 -0.7185
C 0.85872 0.77051 -1.02228 0.2117
C 1.25714 -0.51888 -1.35400 -0.2605
C 2.14406 -0.75619 -2.39193 -0.0057
C 2.64261 0.33299 -3.09556 -0.2073
C 2.24634 1.61556 -2.77224 -0.1847
C 1.34391 1.86282 -1.74568 -0.0462
C 0.90791 3.26366 -1.44592 -0.6392
H 0.94308 3.87058 -2.34801 0.2214
H -0.10385 3.27183 -1.04803 0.2215
H 1.57171 3.71884 -0.71019 0.2268
H 2.63433 2.45116 -3.33686 0.2098
H 3.34050 0.17320 -3.90439 0.2105
C 2.56953 -2.15059 -2.73695 -0.6283
H 2.49296 -2.31981 -3.80953 0.2178
H 1.95584 -2.88303 -2.21940 0.2140
H 3.60892 -2.30747 -2.44919 0.2237
H 0.85921 -1.34832 -0.79113 0.2296
C 0.29805 1.52575 1.27299 -0.3202
C 1.34162 0.70240 2.03286 0.6753
O 2.23825 1.24226 2.65386 -0.6423
N 1.17754 -0.62666 1.95581 -0.6345
H 0.35396 -1.00523 1.50099 0.4235
C 2.04290 -1.56994 2.62191 -0.2481
C 1.30815 -2.36484 3.70566 -0.5425
H 0.22956 -2.31617 3.55352 0.2249
H 1.61661 -3.40901 3.69818 0.2311
S 1.67029 -1.81849 5.40484 0.1864
C 0.92036 -0.13764 5.41569 -0.5784
C -0.53067 -0.18531 5.14181 0.2572
C -1.59306 -0.51038 5.93553 -0.2981
C -2.74424 -0.41405 5.11616 -0.3138
C -2.30233 -0.04244 3.88518 0.0751
O -0.96352 0.09374 3.88944 -0.4253
H -2.80370 0.14519 2.95567 0.2263
H -3.75798 -0.59605 5.40850 0.2264
H -1.55466 -0.78309 6.97025 0.2266
H 1.12013 0.23128 6.41997 0.2452
H 1.44772 0.47059 4.68194 0.2615
H 2.87381 -1.00497 3.05338 0.2442
H 2.44377 -2.26232 1.87337 0.1949
H -0.60918 1.58633 1.87990 0.2607
H 0.70278 2.53281 1.14446 0.2319
H -1.35087 -2.06148 -2.06066 0.2389
H -1.77136 -1.95681 -4.50762 0.2173
H -2.66746 1.19915 -6.30258 0.2186
H -3.47545 -0.36623 -6.19613 0.2279
H -1.74688 -0.29792 -6.51269 0.2242
```

Summary:
Structure (SMILES)   Cc1ccc(S(=O)(=O)N(CC(=O)NCCSCc2ccco2)c2cc(C)ccc2C)cc1
Kohn-Sham gap   8.3 eV
LUMO level   0.01329 Ha

=====

A structure of composition C24H28N3OPdSi2. Source: the Open Molecules 2025 dataset; level of theory: ωB97M-V with the def2-TZVPD basis set.

Geometry as XYZ:
```
59
Properties=species:S:1:pos:R:3:nbo_charge:R:1
Pd -0.06490 -0.22782 0.24546 0.1344
C 1.01778 3.76781 2.43416 -0.6835
C 0.52405 2.40626 2.03735 0.1748
N 0.91804 1.77709 0.98542 -0.2662
N 1.89336 2.36105 0.23787 -0.5150
C 2.34741 1.53186 -0.71180 0.5748
O 1.99556 0.36115 -0.96278 -0.7138
C 3.43941 2.13682 -1.56737 -0.0204
C 3.87902 3.44810 -1.40527 -0.2097
C 4.88300 3.95588 -2.21596 -0.2318
C 5.46000 3.15879 -3.19701 -0.2261
C 5.02461 1.85172 -3.36380 -0.2274
C 4.01890 1.34528 -2.55306 -0.2105
C -0.45538 1.72711 2.92141 0.1771
C -1.20738 2.44551 3.85727 -0.2540
C -2.08659 1.76507 4.67991 -0.1774
C -2.20352 0.38913 4.55216 -0.2813
C -1.42448 -0.24117 3.59363 0.0532
N -0.56444 0.39746 2.81325 -0.4199
H 1.84522 4.05086 1.79137 0.2574
H 1.34002 3.78351 3.47793 0.2081
H 0.22298 4.51192 2.32451 0.2095
H 3.41910 4.05285 -0.63638 0.2320
H 5.21785 4.97799 -2.08380 0.1988
H 6.24504 3.55631 -3.82955 0.1977
H 5.46936 1.22636 -4.12878 0.2005
H 3.65746 0.33173 -2.66493 0.2387
H -1.11326 3.51976 3.92792 0.2129
H -2.67979 2.30648 5.40692 0.2052
H -2.88048 -0.18540 5.17014 0.2116
H -1.49892 -1.31256 3.43258 0.1979
C -2.58467 0.28627 -2.12308 -1.1121
Si -2.25934 -0.31286 -0.34926 1.2340
C -3.27561 0.87508 0.73901 -1.1196
C -3.10329 -2.01582 -0.24649 -0.4704
C -4.46641 -2.32032 -0.22599 -0.1479
C -4.89428 -3.63832 -0.18338 -0.2515
C -3.96194 -4.67295 -0.17570 -0.2338
C -2.60639 -4.38341 -0.20606 -0.2031
C -2.16371 -3.05931 -0.23212 -0.4441
Si -0.38286 -2.39520 -0.24120 1.2934
C 0.54549 -3.28470 1.16452 -1.1104
C 0.42788 -2.98362 -1.84854 -1.1163
H -3.65841 0.27375 -2.33865 0.2084
H -2.08180 -0.35531 -2.84951 0.2283
H -2.21456 1.30355 -2.26999 0.2262
H -4.28923 0.99562 0.34095 0.2107
H -2.81110 1.86402 0.77532 0.2267
H -3.35528 0.50843 1.76436 0.2240
H -5.20358 -1.52244 -0.23830 0.1859
H -5.95404 -3.86746 -0.15667 0.1938
H -4.30024 -5.70279 -0.14225 0.1946
H -1.89010 -5.20023 -0.19990 0.1938
H 0.47059 -4.37197 1.05150 0.2128
H 0.13681 -3.01469 2.14017 0.2243
H 1.60546 -3.02018 1.16167 0.2294
H 0.39972 -4.07705 -1.91106 0.2094
H 1.46851 -2.65677 -1.89626 0.2369
H -0.08820 -2.57916 -2.72128 0.2290
```

Summary:
Total charge   -1
Kohn-Sham gap   6.8 eV
LUMO level   0.10621 Ha

=====

Let's list ΔE to the lowest compared entry with this formula, charge and spin in order: 1.538; 0.117; 0.000 eV.